{"formula": "C23H31N2O3", "method": "the ωB97M-V functional and the def2-TZVPD basis", "elements": ["C", "C", "C", "C", "C", "C", "C", "O", "C", "C", "O", "C", "N", "C", "C", "N", "C", "C", "C", "C", "C", "C", "C", "C", "C", "O", "C", "C", "H", "H", "H", "H", "H", "H", "H", "H", "H", "H", "H", "H", "H", "H", "H", "H", "H", "H", "H", "H", "H", "H", "H", "H", "H", "H", "H", "H", "H", "H", "H"], "xyz": [[2.954, 2.107, -3.464], [3.918, 1.354, -3.957], [4.340, 0.005, -3.440], [3.575, -0.427, -2.227], [2.431, -1.203, -2.336], [1.733, -1.561, -1.202], [2.142, -1.155, 0.063], [1.292, -1.598, 1.076], [1.637, -1.561, 2.453], [0.953, -0.371, 3.165], [1.269, 0.853, 2.559], [-0.578, -0.517, 3.145], [-1.080, -0.571, 1.750], [-2.267, -1.430, 1.567], [-2.574, -1.552, 0.063], [-2.791, -0.262, -0.537], [-4.099, 0.257, -0.589], [-4.411, 1.558, -0.200], [-5.707, 2.033, -0.315], [-6.714, 1.224, -0.806], [-6.410, -0.067, -1.204], [-5.119, -0.545, -1.103], [-1.664, 0.605, -0.317], [-1.343, 0.768, 1.176], [3.285, -0.355, 0.187], [3.665, 0.078, 1.443], [4.859, 0.828, 1.574], [3.982, -0.015, -0.966], [2.712, 3.062, -3.894], [2.364, 1.804, -2.613], [4.485, 1.691, -4.814], [4.203, -0.724, -4.244], [5.409, 0.045, -3.216], [2.086, -1.532, -3.303], [0.855, -2.185, -1.272], [1.275, -2.500, 2.884], [2.716, -1.514, 2.590], [1.278, -0.380, 4.218], [2.212, 0.849, 2.318], [-1.030, 0.334, 3.659], [-0.856, -1.434, 3.666], [-0.291, -0.992, 1.199], [-2.070, -2.418, 1.988], [-3.115, -0.979, 2.089], [-3.454, -2.179, -0.063], [-1.728, -2.040, -0.435], [-3.656, 2.223, 0.189], [-5.925, 3.045, -0.009], [-7.722, 1.597, -0.888], [-7.181, -0.706, -1.607], [-4.896, -1.541, -1.453], [-1.852, 1.577, -0.770], [-0.793, 0.166, -0.821], [-0.459, 1.390, 1.324], [-2.191, 1.207, 1.707], [5.721, 0.264, 1.213], [4.970, 1.010, 2.642], [4.789, 1.783, 1.048], [4.865, 0.597, -0.891]], "mulliken_charge": [-0.637, -0.103, -1.271, -0.327, -0.739, -0.553, 0.522, -0.579, -1.135, 0.473, -0.617, -1.026, 0.673, -0.600, -0.909, 0.148, 0.876, -0.364, -0.846, -0.504, -0.640, -0.248, -1.384, -0.603, 1.300, -0.500, -1.080, -0.228, 0.298, 0.122, 0.370, 0.393, 0.392, 0.434, 0.445, 0.508, 0.446, 0.439, 0.373, 0.326, 0.433, -0.167, 0.507, 0.441, 0.498, 0.194, 0.261, 0.384, 0.402, 0.382, 0.481, 0.595, 0.391, 0.340, 0.644, 0.397, 0.295, 0.395, 0.481], "smiles": "C=CCc1ccc(OC[C@@H](O)C[NH+]2CCN(c3ccccc3)CC2)c(OC)c1", "mol_weight_da": 383.51, "charge": 1, "relative_energy_kcal_mol": 59.6, "e_tot_ev": -33469.669, "orbital_gap_ev": 8.64}